(1)
DFT (ωB97M-V with the def2-TZVPD basis set) results for the molecule C4H10F2N2P2 in a non-equilibrium geometry.

Positions of all 20 atoms, in Å:
P (-2.7116, 0.2845, -0.1371)
H (0.6188, 1.9290, 1.1593)
C (1.1593, -1.4512, -0.5962)
N (0.0137, -0.5901, -0.2637)
H (2.8324, -0.3704, 0.3170)
H (-0.7893, 1.1514, -1.2033)
H (3.2211, -2.0159, 0.1539)
H (0.9438, -2.4255, -0.4668)
C (2.4298, -1.2943, 0.3305)
H (2.0348, -1.3621, 1.2801)
H (-0.4326, 2.6687, 0.2922)
H (1.6140, -1.1312, -1.4842)
H (1.1388, 1.1246, -0.8328)
F (-3.2839, 0.6469, 1.3836)
C (-0.1586, 1.7159, 0.5902)
F (-3.9467, -0.8902, -0.1259)
H (-0.9454, 1.3830, 1.1302)
C (0.1222, 0.7701, -0.6242)
P (-1.2491, -1.3692, 0.3949)
N (-2.6116, 1.2263, -1.2977)

The lowest unoccupied orbital energy (spin up / spin down) is -2.2 / -2.2 eV. The total energy is -31299.7310 eV. The calculation puts the HOMO energy (spin up / spin down) at -0.31776 / -0.31791 hartree. Its total charge is 0. The value obtained for the HOMO-LUMO gap (spin up / spin down) is 6.423 / 6.429 eV.

---

(2)
DFT (ωB97M-V with the def2-TZVPD basis set) results for a cluster of 6 separate species, C37H78NO14P3S5 in total in a non-equilibrium geometry.

Positions of all 138 atoms, in Å:
H (0.2951, -3.3501, -1.9899)
C (3.4035, 0.1492, -1.0542)
H (10.5806, 2.6478, -0.8144)
H (10.2223, 0.9266, -0.4858)
H (10.3379, 0.3870, -2.8707)
C (4.4753, -9.0312, -2.4033)
H (-10.9772, 1.5468, -6.3439)
C (2.6098, -0.1630, 3.2815)
O (-7.1666, -1.1534, 0.3089)
H (-2.0245, 0.2447, 1.3874)
H (-9.5288, 3.8913, -3.7029)
H (2.4792, 4.5924, 7.8608)
H (-0.2040, 2.8860, 4.4108)
P (-1.0086, 1.5530, -1.3692)
H (4.2832, -2.2351, 1.3467)
O (2.7277, 7.6190, 4.4537)
C (3.3760, 4.2468, 5.9000)
H (2.6023, -7.0062, -0.4083)
H (-9.4176, 1.3513, -7.1412)
H (0.9190, 0.2915, -2.3571)
C (-1.0019, 1.3157, 3.0358)
H (1.6629, 1.9236, 2.1803)
C (4.6732, -9.8280, -1.1118)
C (2.8680, 6.4731, 6.8347)
H (3.0107, 3.2397, 5.6899)
H (4.2996, 4.8421, 4.0004)
S (3.6013, 6.7661, 5.2280)
H (-4.1475, 1.1623, -3.6482)
H (-10.1668, -0.2438, -5.0461)
H (-2.9802, -1.0167, -0.4081)
H (-5.4260, 2.7836, -1.3594)
H (5.5316, 0.7026, -1.3033)
H (-8.4237, 3.1148, -5.7445)
O (1.7962, -1.8494, 0.5233)
H (-4.2349, -0.9270, -2.8636)
H (-0.2722, 3.3796, 2.6541)
H (-8.4625, 0.2523, -5.2397)
C (10.6534, 1.3958, -2.5862)
S (3.5028, -9.1647, 0.0694)
H (3.8574, -5.1521, 0.2648)
H (2.6523, -4.1892, 1.2202)
C (-4.0014, 1.9946, -2.8822)
C (3.4490, 5.0904, 4.6340)
C (1.9160, 1.1067, 3.9975)
H (-3.4351, 2.8793, -3.3430)
H (-5.8032, 3.3803, -3.0880)
C (3.9563, -7.6454, -2.0125)
H (3.6245, 6.6791, 7.5934)
H (4.4750, -10.8896, -1.2588)
C (-9.8946, 1.5952, -6.1898)
H (-4.4655, -0.1258, 0.1727)
C (-8.4481, -0.4334, 3.5490)
H (3.5893, -7.0910, -2.8780)
C (10.0324, 2.4192, -3.5396)
O (5.0037, 7.0631, 5.4094)
H (-0.6198, 0.2830, 3.3471)
H (-6.9161, -1.2781, 4.8584)
O (-10.6542, 1.0230, -2.7607)
C (0.6984, -2.2779, -2.0957)
C (10.1155, 1.7396, -1.2031)
H (0.2690, 0.3745, 0.4967)
C (8.5408, 2.5084, -3.2089)
H (1.4126, 4.9127, 6.4946)
H (-2.2698, 2.1096, 1.3892)
O (-6.0609, 0.9226, 1.2414)
H (-4.8894, -2.1042, -1.6197)
H (5.1354, -2.7914, -0.1734)
H (-1.9349, 1.4976, 3.6840)
H (2.5212, 5.0222, 4.0621)
C (-4.7545, -0.9969, -1.8452)
C (-0.2195, 0.1363, -2.3625)
H (-5.7586, -0.4493, -1.8409)
C (2.8496, -7.8903, -0.9950)
C (-0.3537, 1.3407, 0.4267)
C (-9.9955, 3.0833, -4.2652)
H (11.7441, 1.4280, -2.6113)
H (1.9528, -8.2851, -1.4768)
S (-9.5482, 1.5092, -3.5534)
C (-0.4891, -1.2926, -1.6879)
C (3.4222, -4.0924, 0.3740)
P (2.1831, -2.1755, -0.9192)
C (-1.5178, 1.2566, 1.5193)
H (5.6765, -9.6899, -0.7063)
N (1.4460, 2.1876, 3.1471)
H (-0.6420, -1.2691, -0.5660)
C (-5.4980, 2.4836, -2.4646)
H (5.3096, -0.5682, -0.0326)
O (8.0231, 3.2685, -0.7284)
H (4.7636, -7.0641, -1.5556)
S (8.3865, 2.0871, -1.4759)
H (10.5033, 3.3948, -3.3835)
O (7.6472, 0.8497, -1.3666)
H (7.9595, 1.7866, -3.7846)
H (2.0160, 7.1395, 6.9694)
H (8.1513, 3.5133, -3.3719)
C (-8.4267, 0.2372, 2.1734)
O (3.3864, -1.2016, -1.5921)
H (-1.4457, -1.7130, -2.1673)
H (0.3212, 2.2571, 0.5873)
C (-9.4850, 0.6051, -5.0971)
H (5.3835, -3.7436, 1.4586)
H (-6.5641, 0.3495, 4.2622)
O (1.8522, 1.1201, 5.2504)
O (4.2382, -8.5341, 1.1410)
O (-8.2073, 1.6107, -3.0241)
C (2.4442, 5.0024, 6.8494)
H (4.9069, 1.2465, 0.3249)
H (3.3195, 0.8537, -1.9601)
H (3.7355, -9.5321, -3.0356)
H (2.5362, 0.4142, -0.3746)
H (-9.2607, -0.0899, 1.5525)
H (-6.5363, -2.2407, 2.6224)
H (-0.5576, 0.1602, -3.4593)
H (-5.1826, -1.0930, 2.8470)
P (-3.1757, 1.4103, -1.2872)
H (5.4044, -8.9686, -2.9736)
H (-9.0162, 0.1606, 4.2677)
C (-6.9947, -0.6197, 3.9914)
H (3.7091, -0.1862, 3.6024)
H (-11.0828, 3.1725, -4.2199)
O (2.4690, -10.1434, 0.3167)
C (-3.7902, -0.2968, -0.7406)
C (0.0090, 2.5098, 3.3510)
C (-6.2656, -1.1952, 2.7842)
O (2.8298, -3.7739, -0.9096)
H (4.3702, 4.1596, 6.3502)
H (10.1882, 2.1443, -4.5848)
S (-6.8872, -0.2517, 1.4027)
H (-8.4308, 1.3249, 2.2583)
H (-6.2279, 1.6085, -2.5420)
H (1.0113, -2.1938, -3.1976)
C (-9.5112, 2.9960, -5.7068)
H (-9.9576, 3.7751, -6.3274)
C (4.6609, -3.1626, 0.7870)
C (4.8538, 0.4041, -0.4313)
H (-8.9342, -1.4112, 3.4747)
H (2.6215, 0.0074, 2.1527)
H (2.0527, -1.1075, 3.5597)

The lowest unoccupied orbital energy is 0.5 eV. The total energy is -151828.5081 eV. The calculation puts the HOMO energy at -0.26850 hartree. Its total charge is 0. The value obtained for the HOMO-LUMO gap is 7.852 eV. The SMILES is CCOP(=O)(CCCP(CCCCNC(C)=O)#P(CC)CC)OCC.O=S1(=O)CCCC1.O=S1(=O)CCCC1.O=S1(=O)CCCC1.O=S1(=O)CCCC1.O=S1(=O)CCCC1.

---

(3)
DFT (ωB97M-V with the def2-TZVPD basis set) results for a cluster of 2 separate species, C10H16 in total in a non-equilibrium geometry.

Positions of all 26 atoms, in Å:
C (1.4217, 2.4941, -0.8613)
C (1.4546, -2.1743, -0.1684)
C (-1.6847, -0.0197, 0.4701)
C (-0.3743, -0.7531, 0.6736)
H (1.8903, -2.9333, -0.8035)
C (0.1679, 2.1749, -1.7428)
H (1.0821, 3.1942, -0.1021)
C (1.9031, -2.3005, 1.1696)
H (-2.4443, -0.6383, -1.4509)
H (-0.6228, 2.2157, -0.9957)
H (1.9874, -1.0860, 2.9390)
C (1.3482, -1.5088, 2.1666)
C (-2.7864, -0.6046, -0.4126)
H (-3.6710, 0.0415, -0.2657)
H (1.8547, 1.6613, -0.3157)
H (-3.2203, -1.5445, -0.0768)
H (-2.0987, 0.0965, 1.4742)
H (-0.1235, 2.7494, -2.6014)
C (0.3534, -1.3644, -0.3478)
H (2.6624, -3.0351, 1.4039)
C (0.1985, -0.6972, 1.9322)
H (-0.2368, -0.1053, 2.7167)
H (-1.5025, 0.9768, 0.0652)
H (2.1699, 3.0235, -1.4672)
H (0.0324, -0.9993, -1.3301)
H (0.2387, 1.1363, -2.0691)

The lowest unoccupied orbital energy is 1.0 eV. The total energy is -10628.1509 eV. The calculation puts the HOMO energy at -0.32835 hartree. Its total charge is 0. The value obtained for the HOMO-LUMO gap is 9.897 eV. The SMILES is CCc1ccccc1.CC.

---

(4)
DFT (ωB97M-V with the def2-TZVPD basis set) results for a cluster of 2 separate species, C5H14NO2 in total in a non-equilibrium geometry.

Positions of all 22 atoms, in Å:
C (-0.0873, 0.2050, 1.5326)
H (0.1618, -2.1268, -1.8131)
H (1.4670, -1.4451, -0.8650)
H (-0.0235, 1.0649, 2.2036)
O (3.2264, -0.6527, 0.7998)
H (2.6900, -0.0949, 0.2258)
C (0.3860, -1.5791, -0.8992)
C (-1.7276, -0.4746, -1.2897)
O (-1.6466, 2.1846, 0.8556)
H (0.1265, -2.2186, -0.0418)
H (0.0940, 2.7133, 0.3486)
H (2.9282, -0.4074, 1.6762)
H (0.6772, -0.4509, 1.9553)
H (-1.0613, -0.2149, 1.7863)
C (0.0555, 0.6136, 0.0694)
H (1.1200, 0.6426, -0.1948)
H (-1.8584, -1.3478, -1.9352)
N (-0.3203, -0.3185, -0.9832)
H (-2.4423, -0.7369, -0.4885)
C (-0.6618, 2.0125, -0.0640)
H (-2.0784, 0.4197, -1.8060)
H (-1.0253, 2.2119, -1.0727)

Its expectation value of S² is 0.75. The lowest unoccupied orbital energy (spin up / spin down) is 0.7 / -1.4 eV. The total energy is -10993.8516 eV. The multiplicity is 2. The calculation puts the HOMO energy (spin up / spin down) at -0.31758 / -0.31730 hartree. Its total charge is 0. The value obtained for the HOMO-LUMO gap (spin up / spin down) is 9.371 / 7.200 eV.

---

(5)
DFT (ωB97M-V with the def2-TZVPD basis set) results for a structure of composition C4H4O2.

Positions of all 10 atoms, in Å:
O (-1.5454, 1.0122, 0.5639)
O (0.6290, 1.3488, -1.5422)
C (0.9803, -0.8746, -0.4720)
H (1.6747, -1.5448, -0.9656)
H (0.2144, 0.8425, 1.5419)
C (-0.0119, -1.0229, 0.4203)
C (-0.2675, 0.4720, 0.6311)
H (-0.5124, -1.8935, 0.8299)
C (0.6162, 0.5547, -0.6377)
H (-1.7772, 1.1057, -0.3695)

The lowest unoccupied orbital energy is 0.5 eV. The total energy is -8305.7542 eV. The calculation puts the HOMO energy at -0.36053 hartree. Its total charge is 0. The value obtained for the HOMO-LUMO gap is 10.331 eV.

---

(6)
DFT (ωB97M-V with the def2-TZVPD basis set) results for a cluster of 2 separate species, C10H10Cl2NS in total in a non-equilibrium geometry.

Positions of all 24 atoms, in Å:
Cl (-0.6376, -2.1995, 3.7977)
C (1.7015, 1.0967, 3.1539)
N (-1.0574, 0.2612, -2.4338)
S (-2.2462, -0.4750, -0.2990)
H (-0.5383, 1.8630, -3.7218)
H (0.5524, -1.9334, 1.0968)
H (-2.8915, -2.4304, -1.7446)
C (-2.3754, -1.4897, -1.6889)
C (0.4235, -1.0443, 3.0088)
C (-0.2332, 0.9382, -3.3061)
H (2.0378, 2.0407, 3.7830)
C (1.5218, -0.0540, 1.1202)
Cl (1.6856, -0.1193, -0.6450)
C (-1.6645, -0.9280, -2.7046)
H (-1.4444, -1.3008, -3.8168)
C (0.9013, 0.0885, 3.7181)
H (-0.1227, 0.3752, -4.2104)
C (0.7924, -1.1077, 1.6750)
C (1.9788, 1.0612, 1.7889)
H (-0.9705, 1.4215, -0.6585)
C (-1.2818, 0.5054, -1.1621)
H (2.6092, 1.9140, 1.3071)
H (0.5652, 0.2779, 4.8324)
H (0.6941, 1.2383, -2.8903)

Its expectation value of S² is 2.01. The lowest unoccupied orbital energy (spin up / spin down) is -4.0 / -6.6 eV. The total energy is -47889.8172 eV. The multiplicity is 3. The calculation puts the HOMO energy (spin up / spin down) at -0.27701 / -0.44632 hartree. Its total charge is +1. The value obtained for the HOMO-LUMO gap (spin up / spin down) is 3.515 / 5.528 eV.

---

Q: Look up the total charge of the fourth one.
A: 0

---

Q: Which formula does entry 2 have?
A: C37H78NO14P3S5